27
Properties=species:S:1:pos:R:3 method="wB97M-V/def2-TZVPD" gap_ev="7.33 / 5.50" spin_multiplicity=2 relative_energy_kcal_mol=0.0 total_charge=+2 max_force_ha_per_bohr=0.106 molar_mass_g_mol=526.348
I -0.11847 2.64035 2.78741
I 2.08988 -0.30943 2.87664
Ti 0.03577 0.64312 1.12940
P 1.53909 1.42744 -0.84001
C 3.12805 0.79158 -1.40218
C 0.85804 2.01937 -2.40205
H 1.07186 3.50369 0.23608
H 2.62981 3.51152 -0.64194
H 2.51766 2.70562 0.93509
C 1.98129 2.94174 0.01842
H -0.12124 2.46984 -2.24035
H 1.56500 2.76091 -2.78637
H 3.64007 1.62434 -1.88936
H 2.98782 -0.01255 -2.12804
H 0.77745 1.20060 -3.12114
H 3.73918 0.43407 -0.56900
C 1.18030 -1.02225 0.18337
O 1.87012 -1.92223 -0.11165
Cl -1.62267 1.84518 -0.02140
S -2.39846 -2.89368 2.55046
C -3.36025 -2.23149 1.25876
C -2.64763 -1.27656 0.59057
N -1.39979 -0.97119 1.17506
C -1.09842 -1.87030 2.15328
H -4.35809 -2.60528 1.04873
H -2.99234 -0.71587 -0.26762
H -0.12056 -1.97197 2.64294